a) ORCA calculation (ωB97M-V with the def2-TZVPD basis set) on the molecule C5H10OS.

Calculated values
Multiplicity   1
HOMO   -0.3221 hartree
LUMO level   0.86 eV
SMILES string   CSCCCC=O

CARTESIAN COORDINATES (ANGSTROEM)
H 1.67290 -0.02033 -0.82558
H -0.13380 -0.36656 3.49402
C -0.33044 0.59443 -1.42665
C -0.56641 0.25651 2.72521
C 0.33151 -1.08573 0.46025
H -1.43057 0.78992 3.10508
H 0.88578 0.99367 0.30821
O 0.57494 0.71851 -3.64259
H 1.15579 -1.32047 1.12121
H -1.35743 0.27736 -1.23248
S -1.17393 -0.88418 1.44359
H -0.29163 1.67520 -1.51607
C 0.68999 0.16161 -0.37146
H 0.10816 -1.87955 -0.24179
H -0.28912 -0.98480 -2.98701
H 0.12792 1.01643 2.39138
C 0.02632 0.05799 -2.80534


b) ORCA calculation (ωB97M-V with the def2-TZVPD basis set) on the molecule C5H10OS.

Calculated values
Multiplicity   1
HOMO   -0.3191 hartree
LUMO level   0.83 eV
SMILES string   CSCCCC=O

CARTESIAN COORDINATES (ANGSTROEM)
H 0.11237 -1.98334 0.50574
C -0.17249 -0.96384 0.25256
H -1.94740 0.92099 -0.77987
H 2.08397 -2.19052 -0.31995
H 1.16376 0.62314 -0.35150
S -0.68585 1.64135 1.25487
H 0.33011 -0.21365 2.22267
C -0.47377 -0.13539 1.48994
H 0.47127 -0.33316 -1.72473
C -1.50213 1.82115 -0.36264
H -1.13249 -1.10466 -0.24846
H -0.77237 2.21127 -1.06101
O 3.16367 -0.74989 -1.22919
C 0.85846 -0.35820 -0.70419
H -2.29808 2.54320 -0.20390
H -1.34179 -0.55759 2.01513
C 2.14276 -1.17084 -0.75549


Least stable = b)